DFT (ωB97M-V with the def2-TZVPD basis set) results for a cluster of 2 separate species, C3H13N5 in total in a non-equilibrium geometry.

CARTESIAN COORDINATES (ANGSTROEM)
N 2.932 -1.692 -0.792
N -7.449 3.487 1.557
N -6.865 4.839 1.287
N 3.961 -2.112 -1.773
N -8.218 3.522 0.333
C 2.906 -2.576 0.429
C -8.273 4.046 -0.671
C 3.331 -0.329 -0.319
H 2.329 -3.516 0.235
H -7.285 4.537 -1.145
H 4.510 -2.797 -1.326
H 3.876 -2.750 0.868
H -8.062 3.289 2.403
H 2.714 -0.017 0.551
H 3.115 0.505 -1.047
H 4.470 -1.256 -1.879
H 4.424 -0.271 -0.049
H 2.331 -2.073 1.233
H -6.030 4.565 0.802
H 3.386 -2.458 -2.572
H -6.709 5.677 1.541

Results
**Charge**: +2
**Electronic energy**: -394.96638 a.u.
**Highest occupied orbital energy (spin up / spin down)**: -16.332 / -16.332 eV
**ΔE to the lowest compared entry with this formula, charge and spin**: 161.9 kcal per mole
**Molecular weight**: 119.17 g mol⁻¹
**Kohn-Sham gap (spin up / spin down)**: 7.60 / 7.60 eV
**Largest force on an atom**: 10.37 eV/Å

DFT (ωB97M-V with the def2-TZVPD basis set) results for a cluster of 3 separate species, C3H13NO2 in total in a non-equilibrium geometry.

CARTESIAN COORDINATES (ANGSTROEM)
O 2.679 -0.022 -0.723
O 1.519 -2.703 -0.448
N -0.146 -0.199 -1.444
C -0.883 0.780 -0.568
C -1.369 1.200 1.894
C -1.073 0.053 0.814
H 1.769 0.128 -1.055
H -0.147 -0.433 1.167
H -1.897 1.087 -1.045
H 2.106 -1.994 -0.646
H 1.839 -3.001 0.522
H -0.215 1.739 -0.667
H -1.978 -0.630 0.699
H -0.572 -1.153 -1.401
H -0.367 0.119 -2.397
H -0.794 2.207 1.968
H -1.298 0.848 2.979
H 3.245 0.347 -1.359
H -2.418 1.629 1.709

Results
**Structure (SMILES)**: CCCN.O.O
**Electronic energy**: -327.28958 a.u.
**Highest occupied orbital energy**: -9.859 eV
**ΔE to the lowest compared entry with this formula, charge and spin**: 32.8 kcal per mole
**Molecular weight**: 95.14 g mol⁻¹
**Kohn-Sham gap**: 10.79 eV
**Largest force on an atom**: 4.51 eV/Å

DFT (ωB97M-V with the def2-TZVPD basis set) results for a cluster of 3 separate species, C3H13NO2 in total in a non-equilibrium geometry.

CARTESIAN COORDINATES (ANGSTROEM)
O -1.413 0.303 2.444
O -2.950 1.393 0.253
N 1.096 1.606 -0.600
C 1.407 0.238 -0.223
C 0.634 -0.693 -1.120
C 0.327 -2.084 -0.550
H -0.337 -0.221 -1.339
H -0.463 -2.007 0.195
H -0.683 0.537 3.063
H -1.109 0.905 1.745
H -2.766 1.048 1.139
H -2.333 0.849 -0.255
H 1.135 0.101 0.845
H 1.284 -2.555 -0.322
H 1.082 -0.713 -2.121
H 1.271 1.725 -1.590
H 1.474 2.386 -0.084
H 2.423 -0.177 -0.105
H -0.081 -2.639 -1.376

Results
**Structure (SMILES)**: CCCN.O.O
**Electronic energy**: -327.30055 a.u.
**Highest occupied orbital energy**: -9.447 eV
**ΔE to the lowest compared entry with this formula, charge and spin**: 25.9 kcal per mole
**Molecular weight**: 95.14 g mol⁻¹
**Kohn-Sham gap**: 10.07 eV
**Largest force on an atom**: 1.96 eV/Å

DFT (ωB97M-V with the def2-TZVPD basis set) results for a cluster of 3 separate species, C3H13NO2 in total in a non-equilibrium geometry.

CARTESIAN COORDINATES (ANGSTROEM)
O 2.100 0.723 1.242
O -0.482 0.938 2.634
N 0.281 1.098 -0.738
C 0.260 -1.410 -0.006
C -1.506 -0.439 -1.479
C -0.057 -0.303 -1.041
H 0.108 -2.379 -0.479
H -2.213 -0.468 -0.651
H 0.395 0.863 2.236
H 2.487 1.540 1.576
H 1.255 -1.277 0.389
H 1.545 1.025 0.447
H -1.902 0.323 -2.136
H 0.637 -0.569 -1.851
H -0.520 1.553 -0.305
H 0.451 1.633 -1.580
H -0.537 -1.490 0.738
H -1.642 -1.417 -1.958
H -0.660 0.056 2.961

Results
**Structure (SMILES)**: CC(C)N.O.O
**Electronic energy**: -327.33014 a.u.
**Highest occupied orbital energy**: -10.007 eV
**ΔE to the lowest compared entry with this formula, charge and spin**: 7.4 kcal per mole
**Molecular weight**: 95.14 g mol⁻¹
**Kohn-Sham gap**: 10.87 eV
**Largest force on an atom**: 1.26 eV/Å

DFT (ωB97M-V with the def2-TZVPD basis set) results for a cluster of 3 separate species, C3H13NO2S in total in a non-equilibrium geometry.

CARTESIAN COORDINATES (ANGSTROEM)
S -3.583 -0.853 1.481
O 3.677 2.568 -1.500
O 3.173 -0.494 -2.663
N 1.478 -0.490 0.129
C -2.138 0.256 0.979
C -0.867 -0.553 0.840
C 0.177 0.251 0.067
H 3.494 -0.051 -1.879
H 3.793 2.090 -0.677
H -0.380 -0.876 1.762
H 2.304 0.096 0.195
H 1.588 -1.001 -0.735
H 3.864 -1.141 -2.858
H -1.040 -1.518 0.362
H 2.914 2.126 -1.890
H -2.457 0.698 0.042
H -2.101 0.941 1.818
H -0.084 0.222 -0.994
H -2.852 -1.849 1.993
H 0.308 1.276 0.399

Results
**Structure (SMILES)**: NCCCS.O.O
**Electronic energy**: -725.48974 a.u.
**Highest occupied orbital energy**: -8.997 eV
**ΔE to the lowest compared entry with this formula, charge and spin**: 19.9 kcal per mole
**Molecular weight**: 127.21 g mol⁻¹
**Kohn-Sham gap**: 9.31 eV
**Largest force on an atom**: 2.30 eV/Å

DFT (ωB97M-V with the def2-TZVPD basis set) results for a cluster of 3 separate species, C3H13NO2S in total in a non-equilibrium geometry.

CARTESIAN COORDINATES (ANGSTROEM)
S 0.782 -3.650 -1.548
O -0.838 4.480 -0.365
O 1.362 2.331 2.065
N 0.394 -0.520 -1.390
C 0.149 -1.208 -0.160
C -0.382 -2.635 -0.550
C -0.891 -0.572 0.791
H -1.843 -0.475 0.280
H 1.470 2.507 2.994
H -0.663 -3.214 0.322
H 0.525 -0.958 -2.273
H 0.833 0.388 -1.442
H -1.230 -2.368 -1.183
H -0.744 4.545 -1.316
H 1.850 -3.564 -0.731
H -0.430 0.246 1.329
H 1.340 3.152 1.579
H 1.115 -1.401 0.337
H -1.765 4.331 -0.224
H -1.032 -1.413 1.483

Results
**Structure (SMILES)**: C[C@H](N)CS.O.O
**Electronic energy**: -725.49092 a.u.
**Highest occupied orbital energy**: -8.467 eV
**ΔE to the lowest compared entry with this formula, charge and spin**: 19.1 kcal per mole
**Molecular weight**: 127.21 g mol⁻¹
**Kohn-Sham gap**: 9.17 eV
**Largest force on an atom**: 2.41 eV/Å

DFT (ωB97M-V with the def2-TZVPD basis set) results for a structure of composition C3H13NO2S in a non-equilibrium geometry.

CARTESIAN COORDINATES (ANGSTROEM)
S 1.893 -0.278 2.039
O 1.558 -2.525 -0.339
O -0.391 -1.425 -2.013
N -0.824 1.556 -0.362
C 1.343 0.522 0.522
C -2.248 1.381 -0.202
C -0.147 0.855 0.714
H -0.597 1.258 -1.314
H 2.046 -3.356 -0.394
H -2.680 0.393 0.088
H -0.318 1.473 1.608
H -0.598 -0.134 0.875
H 1.977 1.386 0.308
H 1.345 -0.164 -0.355
H -0.640 -2.100 -2.653
H -2.608 1.963 0.680
H 1.428 1.228 2.884
H -2.719 1.874 -1.052
H 0.171 -1.895 -1.378
H 2.009 -2.013 0.342

Results
**Electronic energy**: -725.43753 a.u.
**Highest occupied orbital energy**: -8.647 eV
**ΔE to the lowest compared entry with this formula, charge and spin**: 52.6 kcal per mole
**Molecular weight**: 127.21 g mol⁻¹
**Kohn-Sham gap**: 8.23 eV
**Largest force on an atom**: 4.26 eV/Å

DFT (ωB97M-V with the def2-TZVPD basis set) results for a structure of composition C3H13NO2S2 in a non-equilibrium geometry.

CARTESIAN COORDINATES (ANGSTROEM)
S -1.766 1.455 0.697
S 1.429 -0.751 -2.249
O -0.177 1.207 -3.984
O 1.086 2.445 0.606
N -0.871 -2.395 1.211
C -0.123 -0.916 0.904
C -0.628 0.242 -0.015
C 0.416 -0.399 2.333
H 0.533 -1.351 2.909
H 0.267 0.746 -0.420
H -0.312 0.305 2.821
H -1.362 -2.724 0.373
H -0.484 0.376 -4.401
H 1.484 0.112 2.245
H -0.682 2.269 0.633
H -1.119 -0.352 -0.829
H 0.819 -1.344 0.371
H -1.305 -1.135 1.461
H 0.400 0.855 -3.200
H 0.762 -1.834 -1.914
H 1.633 3.189 0.446

Results
**Electronic energy**: -1123.27261 a.u.
**Highest occupied orbital energy**: -9.156 eV
**ΔE to the lowest compared entry with this formula, charge and spin**: 277.2 kcal per mole
**Molecular weight**: 159.28 g mol⁻¹
**Kohn-Sham gap**: 3.62 eV
**Largest force on an atom**: 5.41 eV/Å

DFT (ωB97M-V with the def2-TZVPD basis set) results for a cluster of 4 separate species, C3H13NO3 in total in a non-equilibrium geometry.

CARTESIAN COORDINATES (ANGSTROEM)
O 0.858 1.802 -0.277
O -0.392 -1.624 -1.783
O -1.234 1.060 -1.692
N -0.210 0.101 2.737
C 0.691 -0.230 1.579
C -0.190 -0.722 0.457
C 0.524 -1.172 -0.813
H -0.710 -0.755 -2.108
H 1.467 -0.997 1.742
H -0.950 0.021 0.201
H -0.416 1.402 -1.191
H -0.297 1.477 0.982
H 1.152 0.715 1.277
H 0.939 2.755 -0.428
H -0.693 -1.619 0.835
H -1.185 1.478 -2.557
H 1.075 -0.305 -1.212
H 0.394 0.583 3.401
H -0.538 -0.672 3.304
H 1.255 -1.970 -0.608

Results
**Electronic energy**: -402.40174 a.u.
**Highest occupied orbital energy**: -9.553 eV
**ΔE to the lowest compared entry with this formula, charge and spin**: 112.1 kcal per mole
**Molecular weight**: 111.14 g mol⁻¹
**Kohn-Sham gap**: 8.11 eV
**Largest force on an atom**: 3.72 eV/Å

DFT (ωB97M-V with the def2-TZVPD basis set) results for a cluster of 3 separate species, C3H13NO3 in total in a non-equilibrium geometry.

CARTESIAN COORDINATES (ANGSTROEM)
O -1.206 1.660 -1.967
O -0.401 -3.009 4.437
O -0.873 4.264 0.141
N 1.707 -1.564 0.156
C -0.922 0.338 -1.475
C 0.390 0.260 -0.893
C 0.631 -1.272 -0.758
H 1.680 -0.963 0.988
H -1.023 -3.802 4.181
H 2.531 -1.305 -0.293
H 0.918 -1.568 -1.801
H -1.197 3.727 -0.540
H 0.275 0.638 0.121
H -0.524 4.954 -0.424
H -1.747 0.017 -0.685
H -0.489 2.203 -1.705
H 0.422 -3.325 4.920
H 1.258 0.740 -1.480
H -1.107 -0.314 -2.442
H -0.322 -1.682 -0.483

Results
**Structure (SMILES)**: NCCCO.O.O
**Electronic energy**: -402.50753 a.u.
**Highest occupied orbital energy**: -9.285 eV
**ΔE to the lowest compared entry with this formula, charge and spin**: 45.7 kcal per mole
**Molecular weight**: 111.14 g mol⁻¹
**Kohn-Sham gap**: 10.07 eV
**Largest force on an atom**: 4.75 eV/Å

DFT (ωB97M-V with the def2-TZVPD basis set) results for a cluster of 4 separate species, C3H13NO3 in total in a non-equilibrium geometry.

CARTESIAN COORDINATES (ANGSTROEM)
O 0.122 -1.809 1.270
O 0.036 1.608 1.348
O -1.781 -0.258 2.312
N 1.068 0.284 -1.018
C -0.083 -0.210 -1.720
C -0.864 0.918 -2.390
C 2.134 -0.376 -0.894
H 0.425 -2.182 2.107
H -0.667 -0.644 -0.890
H -0.223 1.390 -3.138
H -0.718 -1.396 1.493
H 3.051 0.154 -0.652
H 0.030 -1.014 -2.462
H -2.564 0.224 2.037
H 0.657 1.872 2.008
H 2.180 -1.389 -1.312
H 0.522 0.961 0.814
H -1.748 0.495 -2.856
H -1.175 1.637 -1.639
H -1.085 0.361 2.062

Results
**Structure (SMILES)**: C=NCC.O.O.O
**Electronic energy**: -402.54347 a.u.
**Highest occupied orbital energy**: -9.613 eV
**ΔE to the lowest compared entry with this formula, charge and spin**: 23.2 kcal per mole
**Molecular weight**: 111.14 g mol⁻¹
**Kohn-Sham gap**: 10.38 eV
**Largest force on an atom**: 1.72 eV/Å

DFT (ωB97M-V with the def2-TZVPD basis set) results for a cluster of 4 separate species, C3H13NO3 in total in a non-equilibrium geometry.

CARTESIAN COORDINATES (ANGSTROEM)
O 0.591 0.865 0.910
O 2.805 0.064 -0.693
O 2.974 2.109 1.006
N -0.566 -0.644 -1.988
C -0.966 -1.191 -0.669
C -2.676 -0.485 1.142
C -2.174 -0.152 -0.079
H 3.032 -0.630 -0.008
H -3.436 0.110 1.520
H 3.534 1.985 0.141
H -2.444 0.767 -0.518
H -1.443 -2.201 -0.680
H 0.722 0.003 1.391
H -0.054 0.235 -1.984
H -2.394 -1.405 1.739
H -1.323 -0.800 -2.643
H 2.214 1.490 1.127
H 1.894 -0.170 -1.021
H -0.122 -1.289 0.077
H -0.166 1.338 1.232

Results
**Structure (SMILES)**: C=CCN.O.O.O
**Electronic energy**: -402.47870 a.u.
**Highest occupied orbital energy**: -9.235 eV
**ΔE to the lowest compared entry with this formula, charge and spin**: 63.8 kcal per mole
**Molecular weight**: 111.14 g mol⁻¹
**Kohn-Sham gap**: 9.61 eV
**Largest force on an atom**: 5.86 eV/Å